58
Properties=species:S:1:pos:R:3:forces:R:3:mulliken_charge:R:1 method="wB97M-V/def2-TZVPD" e_lumo_ev=-3.087 charge=+1 fmax_ev_per_a=0.27 orbital_gap_ev=8.28 homo_energy_ev=-11.36
C -0.700390 -1.367526 -1.199828 -0.1 0.1 0.0 -0.724
C -0.836984 -0.791124 -2.611157 0.1 0.1 -0.2 -0.400
O -2.075366 -0.095441 -2.819320 0.0 0.0 0.1 -0.424
C -2.010729 1.287354 -2.658520 0.1 0.0 0.0 -0.794
C -1.706547 1.631518 -1.200648 -0.1 0.1 0.2 -0.212
N -1.494440 3.092867 -0.992677 0.2 0.0 0.0 0.498
F -2.486027 3.812474 -1.647118 0.0 0.1 0.1 -0.224
C -1.437805 3.529005 0.443007 0.0 0.1 -0.1 -0.673
C -0.400309 4.632311 0.701644 0.0 -0.1 0.0 -0.762
C 0.636166 4.174156 1.736357 0.1 -0.1 0.0 -0.837
P 1.812924 3.050434 0.945841 0.1 0.2 -0.1 0.459
O 1.099484 2.156045 -0.000820 -0.2 0.0 -0.1 -0.332
O 2.902314 3.978076 0.286917 -0.1 0.1 0.1 -0.437
C 3.048701 4.166940 -1.138828 0.0 -0.1 -0.1 -0.047
C 3.957827 3.116273 -1.747211 0.0 0.0 0.0 -1.035
O 2.643829 2.384289 2.094895 0.0 -0.2 0.0 -0.461
C 2.210260 1.131453 2.700367 0.0 0.1 0.1 -0.217
C 2.803601 -0.072462 1.980568 0.0 0.0 -0.1 -0.870
H 0.200776 -1.010450 -0.698954 0.0 0.0 0.0 0.086
H -1.562486 -1.082454 -0.596195 0.0 -0.1 0.0 0.332
H -0.685284 -2.454126 -1.203239 0.0 0.0 0.0 0.281
H -0.822848 -1.575954 -3.364840 0.0 0.0 0.0 0.404
H -0.007914 -0.113785 -2.848475 0.0 0.0 0.0 0.310
H -1.249236 1.732175 -3.317729 0.0 0.0 0.0 0.462
H -2.979575 1.691800 -2.944779 0.0 0.0 0.0 0.346
H -0.763737 1.208086 -0.854973 0.0 0.0 0.0 0.187
H -2.501395 1.319642 -0.523571 -0.1 0.1 -0.1 0.374
H -0.632648 3.386198 -1.463523 0.1 -0.1 0.0 0.360
H -2.449730 3.842029 0.694442 0.0 -0.1 -0.1 0.426
H -1.199494 2.612514 0.973584 0.0 0.0 0.1 0.429
H -0.907845 5.544044 1.012021 0.0 0.0 0.1 0.415
H 0.129733 4.888612 -0.221402 -0.1 0.1 -0.1 0.403
H 0.141211 3.660207 2.564651 0.1 0.0 0.0 0.419
H 1.196050 5.006752 2.162393 -0.1 0.0 0.0 0.493
H 3.456747 5.169690 -1.241299 0.0 0.0 0.0 0.412
H 2.063585 4.156749 -1.612414 0.0 -0.1 0.1 0.063
H 3.742280 2.995929 -2.809253 0.0 0.1 0.0 0.349
H 3.794224 2.153721 -1.263870 0.0 0.0 0.0 0.215
H 5.005986 3.388756 -1.641662 0.0 0.0 0.1 0.329
H 2.540692 1.206617 3.732364 0.0 0.0 0.0 0.423
H 1.119075 1.099646 2.699417 0.0 0.0 0.0 0.223
H 3.385679 0.258653 1.121643 0.0 0.0 0.0 0.229
H 2.023274 -0.737471 1.614003 0.0 0.0 0.0 0.188
H 3.467739 -0.640705 2.628359 0.0 0.0 0.0 0.322
C -0.697032 -5.338047 1.376591 0.0 0.0 0.0 -1.149
C -0.523696 -6.668009 1.461419 0.0 0.0 0.0 0.423
C -1.569533 -7.663450 0.977076 0.0 0.0 0.0 1.019
O -1.277974 -8.837202 1.104586 0.0 0.0 0.0 -0.614
C -2.802039 -7.164382 0.414111 0.0 0.0 0.0 -0.972
C -2.972322 -5.836866 0.333797 0.1 0.0 0.0 0.328
C -1.922335 -4.845192 0.805855 0.0 0.0 0.0 1.105
O -2.199293 -3.662807 0.660724 0.0 0.0 0.0 -0.641
O -4.053070 -5.257287 -0.161070 0.0 0.0 0.0 -0.571
O 0.549428 -7.243510 1.960721 0.0 0.0 0.0 -0.572
H 0.042914 -4.629719 1.720592 0.0 0.0 0.0 0.476
H -3.545299 -7.872814 0.077710 0.0 0.0 0.0 0.435
H -3.895796 -4.294731 -0.090971 0.0 0.0 0.0 0.360
H 0.394675 -8.209500 1.888685 0.0 0.0 0.0 0.384